C23H52O19S5 | wB97M-V/def2-TZVPD

Properties
- Electronic energy: -117770.660 eV
- Kohn-Sham gap: 10.541 eV
- LUMO: 0.34 eV
- E_HOMO: -10.20 eV

CARTESIAN COORDINATES (ANGSTROEM)
C: 17.28 -14.82 -6.44
C: 17.92 -14.77 -7.81
O: 19.29 -14.34 -7.65
S: 19.96 -13.39 -8.77
C: 19.62 -11.74 -8.06
O: 21.38 -13.64 -8.72
O: 19.27 -13.49 -10.03
H: 17.20 -13.77 -6.14
H: 17.85 -15.36 -5.69
H: 16.29 -15.26 -6.53
H: 18.01 -15.80 -8.19
H: 17.41 -14.10 -8.50
H: 20.18 -11.56 -7.14
H: 18.55 -11.71 -7.87
H: 20.01 -11.02 -8.78
C: 24.52 -5.95 -4.54
C: 24.16 -5.69 -3.09
O: 24.27 -6.94 -2.38
S: 22.93 -7.57 -1.72
C: 22.46 -6.28 -0.52
O: 21.91 -7.66 -2.74
O: 23.36 -8.72 -0.96
H: 25.52 -6.34 -4.68
H: 24.40 -5.03 -5.12
H: 23.83 -6.65 -5.02
H: 24.97 -5.07 -2.71
H: 23.19 -5.22 -2.92
H: 21.98 -5.44 -1.02
H: 23.35 -5.86 -0.07
H: 21.76 -6.80 0.13
C: 21.98 -6.53 -9.65
C: 21.17 -5.81 -8.61
O: 21.23 -4.40 -8.87
S: 20.78 -3.41 -7.69
C: 22.37 -3.01 -6.95
O: 20.20 -2.25 -8.30
O: 20.03 -4.13 -6.67
H: 21.60 -6.34 -10.66
H: 21.92 -7.60 -9.51
H: 23.02 -6.23 -9.61
H: 20.14 -6.16 -8.56
H: 21.71 -6.06 -7.68
H: 23.03 -2.62 -7.72
H: 22.72 -3.93 -6.50
H: 22.20 -2.27 -6.18
C: 31.47 -6.70 -7.05
C: 29.96 -6.70 -7.07
O: 29.43 -7.39 -5.92
S: 28.02 -8.15 -6.11
C: 28.63 -9.54 -7.17
O: 27.63 -8.65 -4.84
O: 27.15 -7.31 -6.89
H: 31.84 -7.69 -6.76
H: 31.86 -6.04 -6.27
H: 31.89 -6.38 -8.00
H: 29.64 -5.66 -7.05
H: 29.53 -7.13 -7.98
H: 28.38 -10.48 -6.68
H: 29.72 -9.48 -7.17
H: 28.28 -9.30 -8.17
C: 26.34 -8.85 -11.20
C: 25.29 -7.96 -10.56
O: 25.57 -6.57 -10.89
S: 26.56 -5.73 -9.93
C: 25.51 -5.59 -8.46
O: 27.69 -6.55 -9.60
O: 26.68 -4.41 -10.49
H: 26.05 -9.90 -11.12
H: 27.23 -8.73 -10.60
H: 26.46 -8.61 -12.25
H: 24.27 -8.06 -10.92
H: 25.26 -8.13 -9.48
H: 26.10 -5.00 -7.75
H: 25.22 -6.53 -8.01
H: 24.70 -4.93 -8.76
O: 28.01 -11.97 -4.62
C: 28.69 -12.94 -4.41
C: 29.22 -13.92 -5.43
C: 30.44 -14.50 -4.70
C: 30.13 -14.28 -3.22
O: 29.16 -13.22 -3.20
H: 28.44 -14.69 -5.50
H: 29.48 -13.51 -6.40
H: 30.48 -15.58 -4.88
H: 31.37 -14.05 -5.03
H: 29.74 -15.17 -2.73
H: 31.03 -13.92 -2.74
O: 23.38 -8.81 -7.76
C: 23.71 -9.37 -6.75
C: 22.86 -9.51 -5.49
C: 23.91 -9.76 -4.45
C: 25.04 -10.44 -5.23
O: 24.93 -9.87 -6.55
H: 22.14 -8.71 -5.39
H: 22.27 -10.42 -5.66
H: 24.27 -8.83 -4.01
H: 23.65 -10.31 -3.54
H: 25.99 -10.21 -4.75
H: 24.98 -11.52 -5.35

=====

C23H52P4RuS | wB97M-V/def2-TZVPD

Properties
- Energy above the lowest of the compared OMol25 structures with the same formula, charge and spin: 141.7 kcal per mole
- Electronic energy: -75232.539 eV
- Spin multiplicity: 6
- Kohn-Sham gap (spin up / spin down): 5.724 / 4.819 eV
- LUMO (spin up / spin down): -8.57 / -12.68 eV
- Charge: +3
- E_HOMO (spin up / spin down): -14.29 / -17.50 eV
- <S²>: 8.801

CARTESIAN COORDINATES (ANGSTROEM)
Ru: -0.20 -0.42 -0.09
P: 1.59 -1.74 -0.45
P: -0.22 0.05 -2.53
P: 0.25 -0.65 2.20
H: -2.74 -0.26 -1.52
C: -2.78 0.38 -0.61
C: -1.92 1.49 -0.47
H: -1.90 2.26 -1.26
C: 1.07 -3.47 -0.47
C: 2.76 -1.85 -1.92
C: 2.99 -1.72 0.76
C: -1.25 1.17 -3.59
C: 1.29 0.55 -3.52
C: -0.57 -1.66 -3.11
C: -0.80 0.62 3.02
C: 1.74 -0.32 3.34
C: 0.04 -2.40 2.87
H: -3.69 0.41 -0.10
H: -1.91 1.89 0.54
H: 1.94 -4.11 -0.55
H: 0.40 -3.66 -1.30
H: 0.53 -3.73 0.44
H: 3.53 -2.61 -1.70
H: 3.30 -0.93 -2.14
H: 2.26 -2.16 -2.84
H: 3.82 -2.34 0.39
H: 2.69 -2.13 1.73
H: 3.40 -0.72 0.93
H: -1.16 0.83 -4.63
H: -0.89 2.21 -3.58
H: -2.29 1.15 -3.28
H: 1.01 0.59 -4.58
H: 2.11 -0.15 -3.40
H: 1.64 1.55 -3.23
H: -1.16 -1.65 -4.03
H: -1.14 -2.21 -2.35
H: 0.36 -2.20 -3.30
H: -1.21 0.09 3.89
H: -1.61 1.04 2.39
H: -0.13 1.42 3.34
H: 1.70 -1.12 4.09
H: 1.59 0.63 3.86
H: 2.72 -0.33 2.85
H: -0.81 -2.35 3.55
H: 0.94 -2.64 3.45
H: -0.09 -3.18 2.11
C: -4.08 -2.07 1.01
C: -4.22 -3.35 1.53
C: -5.39 -3.76 2.20
C: -6.42 -2.84 2.45
C: -6.31 -1.57 1.90
C: -5.13 -1.17 1.23
S: -2.12 -1.59 0.69
H: -1.10 -1.67 -0.71
H: -3.35 -3.98 1.57
H: -5.44 -4.75 2.68
H: -7.22 -3.08 3.16
H: -7.11 -0.85 2.13
H: -5.00 -0.12 1.00
C: 3.61 2.22 -1.77
C: 2.96 1.40 -0.63
P: 1.19 1.63 -0.14
C: 1.33 2.56 1.46
C: 2.43 3.62 1.65
C: 0.59 3.06 -1.15
C: 1.30 4.42 -1.20
H: 3.84 1.61 -2.67
H: 4.57 2.62 -1.40
H: 3.00 3.05 -2.15
H: 3.17 0.34 -0.78
H: 3.46 1.65 0.32
H: 0.35 3.08 1.55
H: 1.38 1.81 2.26
H: 2.24 4.51 1.04
H: 2.39 3.93 2.70
H: 3.46 3.28 1.45
H: 0.42 2.70 -2.18
H: -0.39 3.27 -0.71
H: 2.38 4.41 -0.99
H: 1.15 4.87 -2.20
H: 0.83 5.12 -0.49

=====

Which value of electronic energy does entry 2 give? -75232.539 eV